(one)
The following is a DFT calculation (wB97M-V/def2-TZVPD) of a gas-phase ion, C6H13N2 (charge +1).

Last columns: bonded neighbours and bond lengths (Å).
Element x y z (Å)
1 C 1.374 -0.070 -0.002  C5 1.521, N7 1.365, N8 1.302
2 C -1.360 1.307 -0.407  C3 1.521, C4 1.527, H9 1.052, H10 1.049
3 C -2.025 0.116 -1.080  C2 1.521, C4 1.413, H11 1.090, H12 1.057
4 C -1.069 -0.156 -0.077  C2 1.527, C3 1.413, C6 1.471, N8 1.482
5 C 2.727 -0.442 -0.590  C1 1.521, H13 0.999, H14 1.084, H15 1.022
6 C -1.308 -0.661 1.284  C4 1.471, H16 1.038, H17 1.170, H18 1.107
7 N 1.333 0.781 1.065  C1 1.365, H19 1.041, H20 1.046
8 N 0.285 -0.521 -0.556  C1 1.302, C4 1.482, H21 1.000
9 H -0.732 1.922 -0.985  C2 1.052
10 H -1.893 1.929 0.249  C2 1.049
11 H -3.078 -0.148 -0.981  C3 1.090
12 H -1.685 -0.062 -2.066  C3 1.057
13 H 3.302 0.021 0.084  C5 0.999
14 H 2.694 -0.024 -1.590  C5 1.084
15 H 2.665 -1.462 -0.598  C5 1.022
16 H -2.314 -0.915 1.317  C6 1.038
17 H -1.245 0.215 2.056  C6 1.170
18 H -0.694 -1.545 1.543  C6 1.107
19 H 2.293 1.035 1.377  N7 1.041
20 H 0.579 1.500 0.978  N7 1.046
21 H 0.228 -0.860 -1.495  N8 1.000

Charge: +1
SMILES string: C/C(N)=[NH+]/C1(C)CC1
Kohn-Sham gap (eV): 10.90

=====

(two)
The following is a DFT calculation (wB97M-V/def2-TZVPD) of a gas-phase ion, C6H13N2 (charge +1).

Last columns: bonded neighbours and bond lengths (Å).
Element x y z (Å)
1 C -0.814 -0.159 -1.286  C3 1.565, C4 1.470, H9 1.074, H10 1.011
2 C 0.671 0.909 0.437  C3 1.523, N8 1.485, H11 1.000, H12 1.026
3 C -0.764 0.495 0.135  C1 1.565, C2 1.523, C4 1.482, C5 1.583
4 C -0.993 -0.955 -0.062  C1 1.470, C3 1.482, N7 1.291
5 C -1.939 1.551 0.233  C3 1.583, H13 1.125, H14 1.142, H15 1.015
6 C 2.719 -0.287 -0.304  N8 1.405, H16 1.085, H17 1.122, H18 1.016
7 N -1.304 -2.028 0.584  C4 1.291, H19 1.007, H20 1.022
8 N 1.446 -0.349 0.285  C2 1.485, C6 1.405, H21 0.994
9 H -1.717 -0.129 -1.865  C1 1.074
10 H 0.097 -0.362 -1.675  C1 1.011
11 H 0.934 1.544 -0.289  C2 1.000
12 H 0.736 1.373 1.350  C2 1.026
13 H -2.286 1.637 1.300  C5 1.125
14 H -2.843 1.236 -0.390  C5 1.142
15 H -1.588 2.457 -0.060  C5 1.015
16 H 3.504 0.057 0.361  C6 1.085
17 H 2.780 -1.340 -0.687  C6 1.122
18 H 2.802 0.347 -1.094  C6 1.016
19 H -1.681 -2.931 0.342  N7 1.007
20 H -1.178 -2.139 1.591  N7 1.022
21 H 1.418 -0.926 1.095  N8 0.994

Charge: +1
SMILES string: CNC[C@@]1(C)CC1=[NH2+]
Kohn-Sham gap (eV): 8.47

=====

Least stable of them? (two).